Below is a cluster of 2 separate species, C4H8N2O in total, with properties calculated with ωB97M-V/def2-TZVPD.

Computed properties:
- SMILES string: C/C=C(\O)C#N.N
- LUMO energy: 0.48 eV
- Total charge: 0
- HOMO level: -9.4 eV
- Frontier orbital gap: 9.92 eV
- Multiplicity: 1
- Energy: -341.896500 Eh
- Max |F|: 3.99 eV Å⁻¹

Each line ends with the Löwdin charge.
Positions of all 15 atoms, in Å:
C -1.386084 1.438984 -0.582822  -0.0564
C -0.017798 0.797986 -0.714928  -0.0968
C 0.950549 0.585011 0.184053  -0.4040
O 0.918302 0.844707 1.518102  0.0670
C 2.165051 -0.080664 -0.264986  -0.1586
N 3.142040 -0.537573 -0.705314  0.1632
H -2.030619 0.775015 -1.048370  0.0566
H -1.304673 2.496230 -0.790697  0.0862
H -1.649539 1.404247 0.475546  0.0706
H 0.047009 0.252363 -1.696930  0.1377
H 0.124714 1.389484 1.580466  0.1022
N -0.411931 -2.235837 0.461540  0.0214
H 0.126581 -1.471883 0.765024  -0.0571
H 0.168681 -2.637068 -0.254344  -0.0016
H -0.842285 -3.021006 1.073655  0.0695

Force components x, y, z for each atom (eV/Å):
2.74 0.19 2.89
-0.33 -0.99 -1.48
0.30 -0.65 -1.10
-0.26 0.66 -0.38
1.32 -0.38 -0.59
-1.66 0.62 0.83
-1.67 -0.37 -1.41
-0.61 0.11 -0.88
-0.34 0.04 0.24
0.74 0.91 1.03
-0.08 0.09 0.79
-1.87 -2.67 -0.45
0.17 0.53 1.76
-0.13 -0.58 -0.25
1.67 2.50 -0.99



Below is an isolated molecule of C4H8N2O, with properties calculated with ωB97M-V/def2-TZVPD.

Computed properties:
- SMILES string: C[C@@]1(C(N)=O)CN1
- LUMO energy: 1.03 eV
- Total charge: 0
- HOMO level: -9.5 eV
- Frontier orbital gap: 10.48 eV
- Multiplicity: 1
- Energy: -341.953034 Eh
- Max |F|: 2.06 eV Å⁻¹

Each line ends with the Löwdin charge.
Positions of all 15 atoms, in Å:
C 0.541955 1.516851 -0.644995  -0.0198
C 0.087132 0.144459 -0.201991  -0.4427
C -0.718778 0.143407 1.092615  -0.4847
N -0.688648 -0.931229 1.919642  0.1768
O -1.564600 1.010629 1.186448  0.0511
C -0.194343 -0.890331 -1.237643  -0.0892
N 0.948562 -1.014740 -0.335143  0.0389
H 1.038365 1.468371 -1.621245  0.0828
H -0.312432 2.194662 -0.718000  0.0858
H 1.244160 1.935089 0.083389  0.0876
H 0.120961 -1.511666 1.942212  0.0851
H -1.335202 -1.051613 2.684943  0.1131
H -0.985801 -1.619976 -1.088190  0.1078
H -0.005430 -0.624284 -2.281217  0.1116
H 1.824099 -0.769627 -0.780825  0.0957

Force components x, y, z for each atom (eV/Å):
0.07 -0.01 0.06
0.40 -0.09 0.63
-1.70 -0.01 -1.17
0.57 -0.21 0.09
-0.10 0.49 0.60
-0.17 -0.09 0.08
0.55 -0.21 -0.08
-0.08 -0.06 0.17
0.12 -0.15 0.03
-0.06 0.00 -0.09
0.37 -0.34 -0.33
-0.01 0.57 -0.23
0.13 0.08 0.03
-0.09 0.05 0.36
0.00 -0.04 -0.17



Below is a cluster of 2 separate species, C4H8N2O in total, with properties calculated with ωB97M-V/def2-TZVPD.

Computed properties:
- SMILES string: Cc1c[nH]cn1.O
- LUMO energy: 0.70 eV
- Total charge: 0
- HOMO level: -9.1 eV
- Frontier orbital gap: 9.78 eV
- Multiplicity: 1
- Energy: -341.961867 Eh
- Max |F|: 1.59 eV Å⁻¹

Each line ends with the Löwdin charge.
Positions of all 15 atoms, in Å:
C -1.761654 0.365528 0.601535  -0.0357
C -0.274723 0.527641 0.405982  -0.3389
C 0.225031 1.282215 -0.620975  -0.0710
N 1.566736 0.951475 -0.691384  0.0370
C 1.811464 0.047081 0.264570  -0.2020
N 0.733319 -0.296556 0.942442  0.0784
H -2.227765 1.044068 -0.109245  0.0715
H -2.028466 -0.681519 0.509050  0.0696
H -2.059787 0.783694 1.567624  0.0769
H -0.276754 1.885971 -1.354298  0.1126
H 2.275184 1.579475 -1.036745  0.1474
H 2.848922 -0.212430 0.417562  0.1244
O -0.337872 -2.785343 -0.113858  -0.0727
H -0.172886 -1.911994 0.272593  -0.0296
H -0.320742 -2.579302 -1.054846  0.0319

Force components x, y, z for each atom (eV/Å):
0.95 0.89 0.90
-0.11 -0.66 -1.19
0.33 -0.50 0.60
-0.31 1.12 -0.35
0.13 -0.05 0.68
-0.21 1.03 -0.49
-0.30 -0.47 -0.32
-0.43 0.05 -0.07
-0.04 -0.50 0.16
0.08 0.21 0.06
0.03 -0.27 -0.32
-0.21 -0.54 0.35
-0.17 0.23 -0.35
0.29 -0.26 0.41
-0.05 -0.28 -0.06



Below is an isolated molecule of C4H8N2O, with properties calculated with ωB97M-V/def2-TZVPD.

Computed properties:
- LUMO energy: 0.99 eV
- Total charge: 0
- HOMO level: -7.7 eV
- Frontier orbital gap: 8.74 eV
- Multiplicity: 1
- Energy: -341.835732 Eh
- Max |F|: 1.42 eV Å⁻¹

Each line ends with the Löwdin charge.
Positions of all 15 atoms, in Å:
C -0.422283 0.754843 1.212459  -0.1034
C -1.547832 0.345286 -1.753135  0.0247
C 1.576591 -0.837642 1.167235  -0.0086
N -0.256169 0.157790 -1.798399  -0.1068
C 0.398967 -0.205913 0.442849  -0.5513
O -0.887008 -0.540388 0.927088  -0.0381
N 0.666006 -0.096837 -0.929059  0.0482
H 0.169460 0.216036 -2.726684  0.1621
H -0.931346 1.566495 0.706607  0.1022
H -0.174470 0.936882 2.251676  0.1120
H -2.095144 0.222844 -0.839764  0.0647
H -2.075589 0.449973 -2.681767  0.0603
H 2.215268 -0.063101 1.585643  0.0786
H 1.208986 -1.474948 1.969111  0.0851
H 2.154564 -1.431320 0.466140  0.0702

Force components x, y, z for each atom (eV/Å):
0.34 0.53 -0.09
-0.37 -0.16 0.02
-0.30 -0.03 -0.20
-0.14 0.14 -0.05
0.37 0.66 0.45
-0.91 -1.09 0.02
0.92 -0.25 -0.46
-0.26 0.01 0.28
-0.11 0.06 -0.04
0.05 0.05 0.05
0.12 0.01 0.18
0.14 0.13 -0.24
0.09 -0.01 0.01
0.01 0.03 0.06
0.06 -0.08 0.01



Below is a structure of composition C4H8N2O, with properties calculated with ωB97M-V/def2-TZVPD.

Computed properties:
- LUMO energy: 0.64 eV
- Total charge: 0
- HOMO level: -8.3 eV
- Frontier orbital gap: 8.93 eV
- Multiplicity: 1
- Energy: -341.827165 Eh
- Max |F|: 1.78 eV Å⁻¹

Each line ends with the Löwdin charge.
Positions of all 15 atoms, in Å:
C -1.063149 1.702309 -0.009198  -0.0462
C -0.083630 0.676713 0.523827  -0.4035
C 0.318510 -0.476754 -0.301350  -0.3440
N 1.550611 -0.604460 -0.931168  0.0901
C -0.598758 -1.416889 0.039462  -0.2173
O 0.908834 1.325162 1.234912  0.0305
N -1.076157 -2.556586 0.130945  0.1058
H 1.723989 0.805490 1.167753  0.1039
H 2.009160 -1.497774 -0.804570  0.0888
H 1.574806 -0.328959 -1.907115  0.0898
H -0.372176 -3.283312 0.281057  0.0618
H -1.001280 -0.247527 1.003038  0.1873
H -1.454587 2.315538 0.804761  0.0832
H -0.544651 2.368450 -0.707700  0.0866
H -1.891520 1.218599 -0.524653  0.0833

Force components x, y, z for each atom (eV/Å):
0.05 0.22 -0.06
-0.82 -0.82 0.03
-0.44 -0.06 1.22
0.27 -0.03 -0.95
1.07 -0.45 -1.13
-0.33 -0.36 0.04
-0.08 -0.13 -0.12
-0.19 -0.02 0.03
-0.20 0.05 -0.09
0.17 0.04 0.13
-0.17 0.07 0.43
0.58 1.64 0.39
0.04 -0.07 -0.02
-0.03 -0.06 0.06
0.08 -0.02 0.06



Below is an isolated molecule of C4H8N2O, with properties calculated with ωB97M-V/def2-TZVPD.

Computed properties:
- LUMO energy (alpha / beta): -0.13 / 0.57 eV
- Total charge: 0
- HOMO level (alpha / beta): -7.9 / -8.9 eV
- Frontier orbital gap (alpha / beta): 7.80 / 9.49 eV
- Multiplicity: 1
- Energy: -341.695564 Eh
- Max |F|: 6.28 eV Å⁻¹

Each line ends with the Löwdin charge.
Positions of all 15 atoms, in Å:
C -0.632125 1.074375 -0.386670  -0.1852
C 0.897386 1.004783 0.086883  -0.1879
C 1.309443 -1.277897 0.176097  -0.0277
C -1.513048 -1.201750 -0.098181  -0.0385
N -2.613832 -0.271115 -0.303147  0.0119
N -1.414170 0.132488 0.392141  -0.1576
O 1.677411 -0.084434 -0.434363  -0.1909
H -1.027532 2.071931 -0.194037  0.1119
H -0.599880 0.920155 -1.505634  0.1308
H 1.481056 1.947035 -0.297986  0.1471
H 1.046360 0.947970 1.181364  0.1126
H 1.265286 -1.284675 1.282011  0.0781
H 1.857925 -2.115177 -0.315018  0.0760
H -1.747970 -2.010512 0.414391  0.0346
H -2.663240 0.301353 -1.154085  0.0848

Force components x, y, z for each atom (eV/Å):
2.74 -0.57 -0.03
0.89 2.03 -0.72
1.45 -0.05 -0.94
-0.06 5.40 -3.20
-0.67 -0.36 -0.42
0.72 -0.20 1.07
-1.60 -0.92 0.64
0.12 0.00 0.09
-0.33 -0.22 0.89
-1.33 -1.61 0.72
-0.67 0.34 -0.33
-0.28 0.17 -0.59
-0.72 0.60 0.49
-0.43 -3.69 2.58
0.17 -0.92 -0.24



Below is an isolated molecule of C4H8N2O, with properties calculated with ωB97M-V/def2-TZVPD.

Computed properties:
- SMILES string: N#C[C@@H](N)CCO
- LUMO energy: 0.81 eV
- Total charge: 0
- HOMO level: -10.1 eV
- Frontier orbital gap: 10.87 eV
- Multiplicity: 1
- Energy: -341.897538 Eh
- Max |F|: 1.18 eV Å⁻¹

Each line ends with the Löwdin charge.
Positions of all 15 atoms, in Å:
N 0.565415 -0.893264 -2.041506  0.1640
C 0.866873 -0.194048 -1.173933  -0.2491
C 0.928946 0.691447 -0.020702  -0.2638
N 1.387396 2.013005 -0.594700  0.0077
C -0.672985 0.314587 0.589267  -0.0673
C -1.320707 -1.067264 0.267754  -0.3096
O -0.633241 -2.122026 0.917774  -0.0705
H 1.700542 0.347482 0.690067  0.1289
H 1.427081 2.756293 0.095028  0.0610
H 2.361233 1.935248 -0.934653  0.0832
H -1.411127 1.028912 0.193079  0.1057
H -0.739541 0.318675 1.691844  0.1029
H -1.449225 -1.258998 -0.808558  0.0992
H -2.319307 -0.930497 0.723907  0.1140
H -0.691354 -2.939553 0.405330  0.0937

Force components x, y, z for each atom (eV/Å):
0.64 0.40 0.32
-0.20 -0.84 -0.81
-0.67 -0.67 0.16
-0.55 -0.07 0.49
0.82 0.49 -0.25
0.16 0.60 -0.11
0.16 -0.06 -0.04
-0.73 -0.27 -0.04
-0.28 -0.23 0.19
-0.89 -0.37 0.22
0.59 0.15 0.09
0.67 0.57 -0.42
0.15 0.15 0.39
0.16 -0.26 -0.22
-0.04 0.40 0.04



Below is an isolated molecule of C4H8N2O, with properties calculated with ωB97M-V/def2-TZVPD.

Computed properties:
- LUMO energy (alpha / beta): 0.16 / -0.49 eV
- Total charge: 0
- HOMO level (alpha / beta): -9.6 / -8.2 eV
- Frontier orbital gap (alpha / beta): 9.75 / 7.70 eV
- Multiplicity: 1
- Energy: -341.740523 Eh
- Max |F|: 4.48 eV Å⁻¹

Each line ends with the Löwdin charge.
Positions of all 15 atoms, in Å:
C 0.613927 -0.496867 -0.213103  -0.2127
C 1.158094 0.797112 -0.776199  -0.0700
C -0.439107 -0.315760 0.817625  -0.1566
C -1.341333 -1.376585 1.028012  -0.1017
N -0.963439 1.832224 -0.307227  0.2241
N 0.115708 1.942351 -0.792353  -0.4850
O 0.484565 2.945344 -1.373923  -0.0497
H 0.275461 -1.088356 -1.003996  0.0881
H 1.369089 -1.218653 0.141982  0.1389
H 2.077276 1.194458 -0.423923  0.1068
H 1.342724 0.491491 -1.837262  0.1343
H -0.176168 0.343955 1.538759  0.0744
H -2.224730 -0.981994 1.544513  0.0979
H -0.732437 -2.176279 1.564007  0.1246
H -1.559629 -1.892441 0.093089  0.0866

Force components x, y, z for each atom (eV/Å):
0.33 0.44 1.34
-0.50 -1.23 -1.88
1.48 1.04 -3.53
-0.71 -1.82 0.58
-3.08 -2.23 2.37
2.48 -2.02 -0.44
1.41 2.26 -1.47
-1.28 -0.67 -1.48
0.52 0.70 0.47
0.52 0.47 0.75
-0.08 1.20 0.58
0.41 1.80 2.46
0.08 -0.91 0.13
-1.06 0.73 0.20
-0.53 0.23 -0.07